No. 1
Computed, not measured: a 3-piece molecular cluster, C4H11NO overall in a non-equilibrium geometry, with ωB97M-V/def2-TZVPD.

Values from the calculation:
energy above the lowest of the compared OMol25 structures with the same formula, charge and spin: 356.7 kJ/mol
multiplicity: 2
total charge: -1

Geometry as XYZ:
```
17
C4H11NO (ωB97M-V/def2-TZVPD)
C -2.00966 -0.38606 -1.68682
N -0.57655 -0.24452 -1.72648
C -0.19599 0.89613 -0.93029
C 1.00714 -1.37694 0.62010
C 1.16320 -0.92540 1.89083
O 1.74336 1.72027 1.68747
H -2.29069 -1.26995 -2.27955
H -2.53793 0.49424 -2.08435
H -2.41806 -0.56482 -0.68146
H -0.50298 0.86313 0.11924
H 0.89416 0.97221 -0.88167
H -0.54997 1.87011 -1.29407
H 1.79579 -1.38575 -0.12666
H 0.01950 -1.64880 0.23566
H 0.83559 -1.50671 2.75803
H 1.47850 0.19967 2.02985
H 2.14457 2.29318 2.35019
```

No. 2
Computed, not measured: an isolated ion of composition C4H11NO and charge -1 in a non-equilibrium geometry, with ωB97M-V/def2-TZVPD.

Values from the calculation:
energy above the lowest of the compared OMol25 structures with the same formula, charge and spin: 29.4 kJ/mol
multiplicity: 2
total charge: -1

Geometry as XYZ:
```
17
C4H11NO (ωB97M-V/def2-TZVPD)
C -0.76935 -1.29285 -0.07734
C -0.28737 -0.02717 -0.71264
C 0.43625 0.94393 0.34688
C -0.24656 0.95740 1.64695
O 1.75794 0.40148 0.58820
N 0.76677 -0.30346 -1.72415
H 0.01538 -1.92822 0.31682
H -1.54696 -1.18191 0.69054
H -1.32756 -1.93815 -0.78063
H -1.07337 0.62034 -1.16095
H 0.59888 1.80640 -0.30242
H -0.12174 0.01671 2.17913
H 0.05983 1.75953 2.33363
H -1.32529 1.15831 1.54869
H 2.02905 0.19633 -0.33781
H 0.46360 0.09945 -2.63290
H 0.57051 -1.28814 -1.92202
```

No. 3
Computed, not measured: one molecule with the formula C4H11NO in a non-equilibrium geometry, with ωB97M-V/def2-TZVPD.

Values from the calculation:
SMILES: CCCNCO
energy above the lowest of the compared OMol25 structures with the same formula, charge and spin: 198.1 kJ/mol
total charge: 0

Geometry as XYZ:
```
17
C4H11NO (ωB97M-V/def2-TZVPD)
C -2.08279 2.00791 0.19879
C -1.87603 0.52350 -0.17506
C -0.72930 -0.16290 0.50122
N 0.34180 -0.53615 -0.43026
C 1.51580 -0.89634 0.28456
O 2.75628 -1.17182 -0.45199
H -2.53050 2.11419 1.22819
H -1.16046 2.58948 0.00646
H -2.88875 2.36227 -0.50881
H -2.76863 -0.07945 -0.09694
H -1.70914 0.32268 -1.23311
H -1.13057 -1.12020 0.90640
H -0.20850 0.21390 1.44112
H 0.64621 0.35415 -0.93390
H 1.38102 -1.89577 0.88788
H 1.82225 -0.10144 1.03975
H 3.13816 -0.46527 -0.96630
```

No. 4
Computed, not measured: one molecule with the formula C4H11NO in a non-equilibrium geometry, with ωB97M-V/def2-TZVPD.

Values from the calculation:
SMILES: NCCCCO
energy above the lowest of the compared OMol25 structures with the same formula, charge and spin: 121.8 kJ/mol
total charge: 0

Geometry as XYZ:
```
17
C4H11NO (ωB97M-V/def2-TZVPD)
N -0.95318 1.30960 -1.49092
C -1.34651 0.89262 -0.15227
C -1.03086 -0.53750 0.24576
C 0.23695 -1.17293 -0.31775
C 1.57815 -0.66316 0.26590
O 1.32123 0.02502 1.50575
H -0.69967 0.56874 -2.12574
H -0.23286 1.99331 -1.49873
H -2.40798 1.09917 0.01307
H -0.81533 1.53038 0.55880
H -1.05043 -0.63340 1.33093
H -1.80070 -1.25282 -0.07430
H 0.19550 -2.24451 -0.16396
H 0.29993 -1.00021 -1.39254
H 2.26810 -1.46037 0.43315
H 1.99054 0.06050 -0.44468
H 2.12436 0.51857 1.70464
```